No. 1
A 2-piece molecular cluster, C3H3O3 overall, computed with ωB97M-V/def2-TZVPD.

Last column: Löwdin charge in e.
Geometry (Å):
1 C -0.428 0.234 -0.063  -0.094
2 C 0.659 0.905 0.287  -0.381
3 C -0.252 -2.116 -0.891  -0.515
4 O -0.914 -2.525 0.018  0.029
5 O 0.310 -2.286 -1.950  0.033
6 O 0.607 2.204 0.935  -0.148
7 H -1.390 0.737 0.285  -0.003
8 H 1.718 0.495 0.425  0.081
9 H -0.308 2.352 0.955  -0.002

Results
HOMO-LUMO gap (eV): 7.20
Relative energy (zero: lowest compared OMol25 entry of this formula, charge and spin) (kcal/mol): 67.36
E_HOMO (eV): -3.060
E_LUMO (eV): 4.1
Net charge: -1

=====

No. 2
C25H37OOs as an isolated structure, computed with ωB97M-V/def2-TZVPD.

Last column: Löwdin charge in e.
Geometry (Å):
1 C 1.196 -1.627 0.389  -0.300
2 C 1.754 -1.045 -0.785  -0.270
3 C 0.902 -1.325 -1.901  -0.308
4 C -0.183 -2.165 -1.430  -0.345
5 C -0.017 -2.315 0.014  -0.374
6 Os -0.425 -0.350 -0.466  1.437
7 C -3.735 1.058 -1.271  -0.118
8 C -2.790 0.698 -0.225  -0.208
9 H -2.416 1.455 0.468  0.090
10 C -2.365 -0.645 0.069  -0.287
11 H -2.794 -1.475 -0.491  0.066
12 H -2.214 -0.875 1.123  0.052
13 C -3.508 2.607 -1.456  -0.070
14 H -2.694 2.903 -0.781  0.059
15 H -3.079 2.803 -2.449  0.061
16 H -4.269 3.365 -1.334  0.072
17 C -3.121 0.417 -2.569  -0.080
18 H -2.121 0.053 -2.292  0.015
19 H -3.594 -0.380 -3.136  0.078
20 H -2.916 1.195 -3.322  0.068
21 C 3.122 -0.465 -0.855  -0.016
22 H 3.322 0.130 0.038  0.089
23 H 3.890 -1.246 -0.946  0.117
24 H 3.209 0.202 -1.706  0.047
25 C 1.206 -1.028 -3.335  -0.005
26 H 1.734 -0.077 -3.413  0.072
27 H 1.838 -1.811 -3.773  0.107
28 H 0.282 -0.966 -3.913  0.082
29 C -1.208 -2.857 -2.255  -0.008
30 H -1.236 -2.434 -3.261  0.086
31 H -0.984 -3.927 -2.315  0.107
32 H -2.198 -2.750 -1.812  0.072
33 C -0.803 -3.219 0.893  -0.017
34 H -1.847 -3.252 0.582  0.082
35 H -0.384 -4.228 0.836  0.107
36 H -0.755 -2.873 1.928  0.084
37 C 1.911 -1.794 1.686  -0.009
38 H 1.210 -2.057 2.477  0.067
39 H 2.659 -2.596 1.612  0.111
40 H 2.431 -0.872 1.959  0.086
41 C 2.386 2.241 -1.495  0.046
42 C 1.022 2.402 -2.028  -0.102
43 C 3.300 2.836 -2.306  -0.139
44 C 0.712 2.770 -3.376  -0.120
45 H 0.019 2.258 -1.670  0.040
46 C 2.985 3.312 -3.620  -0.068
47 H 4.368 2.976 -1.942  0.129
48 C 1.691 3.259 -4.200  -0.083
49 H -0.309 2.797 -3.766  0.106
50 H 3.863 3.768 -4.114  0.111
51 H 1.513 3.629 -5.232  0.123
52 C 0.219 2.353 3.959  -0.144
53 C -0.809 1.274 4.313  -0.144
54 C -0.466 0.127 3.367  -0.194
55 O 0.222 0.668 2.222  -0.218
56 C 0.626 2.021 2.520  -0.177
57 H -0.179 3.363 4.048  0.118
58 H 1.091 2.266 4.614  0.117
59 H -1.823 1.628 4.097  0.117
60 H -0.766 0.959 5.356  0.120
61 H 0.196 -0.603 3.865  0.119
62 H -1.354 -0.416 3.008  0.107
63 H 0.119 2.679 1.797  0.117
64 H 1.712 2.103 2.359  0.123

Results
HOMO-LUMO gap (alpha / beta) (eV): 6.03 / 6.79
Spin multiplicity: 5
E_HOMO (alpha / beta) (eV): -9.698 / -11.403
E_LUMO (alpha / beta) (eV): -3.7 / -4.6
Net charge: +1

=====

No. 3
One molecule with the formula C13H8FN3S3, computed with ωB97M-V/def2-TZVPD.

Last column: Löwdin charge in e.
Geometry (Å):
1 N -5.209 -0.690 0.873  0.182
2 N -4.832 4.960 -3.712  0.160
3 F 2.557 -4.386 -1.699  0.069
4 C -4.344 -0.039 0.544  -0.210
5 C -4.154 4.491 -2.889  -0.325
6 N -0.928 1.258 1.337  -0.278
7 S -1.361 2.453 0.180  0.962
8 S -4.408 2.868 -0.749  0.949
9 S -1.654 -1.021 2.418  0.969
10 C -1.854 0.326 1.342  -0.678
11 C -3.011 1.898 -0.042  -0.757
12 C -3.089 0.708 0.551  -0.340
13 C 1.082 -3.957 0.040  -0.045
14 C 2.358 -2.155 -0.635  -0.005
15 C 0.501 -3.321 1.093  -0.049
16 C 1.755 -1.330 0.408  0.013
17 C 2.065 -3.499 -0.802  -0.285
18 C 0.814 -1.956 1.338  -0.258
19 C -3.366 4.002 -1.797  -0.488
20 C 0.227 -1.147 2.497  -0.371
21 H 0.929 -5.019 -0.133  0.124
22 H 3.133 -1.881 -1.307  0.098
23 H -0.100 -3.793 1.869  0.118
24 H 2.058 -0.282 0.373  0.103
25 H -2.368 3.701 -2.264  0.113
26 H -2.951 4.834 -1.200  0.090
27 H 0.477 -1.686 3.386  0.069
28 H 0.731 -0.193 2.583  0.069

Results
HOMO-LUMO gap (eV): 8.63
Relative energy (zero: lowest compared OMol25 entry of this formula, charge and spin) (kcal/mol): 38.51
E_HOMO (eV): -9.151
E_LUMO (eV): -0.5
SMILES: N#CCSc1snc(SCc2ccc(F)cc2)c1C#N